One molecule with the formula C19H19ClN4O4S3 at a distorted geometry, computed with ωB97M-V/def2-TZVPD.

frontier orbital gap: 0.2894 hartree
largest force on an atom: 5.232 eV/A
multiplicity: 1
SMILES string: COc1ccc(Cl)cc1-n1c(=S)sc2c(=O)[nH]c(SCC(=O)NC[C@@H]3CCCO3)nc21

The geometry in XYZ format:
```
50
Properties=species:S:1:pos:R:3:lowdin_charge:R:1
O -3.52191 -3.80886 -0.04349 0.07
O -1.05832 -1.04083 -5.61781 0.08
S -0.90283 -2.75278 5.35452 0.64
Cl 4.50632 -4.08657 3.49043 0.67
N 0.02820 -2.05434 0.39925 0.13
O 0.44748 0.17905 4.06257 -0.07
O -1.63487 2.68145 -2.86171 -0.11
S -2.58012 -3.33436 2.91058 1.10
S 0.23134 -1.31660 -2.20544 1.02
C -2.49229 -3.19639 0.12423 -0.51
C -0.85291 -0.45189 -4.60318 -0.61
C -1.12145 -2.79763 3.71602 -1.07
C -0.50013 -2.19743 -0.84605 -0.57
C -1.95420 -2.97026 1.34584 -0.40
C -0.67283 -2.52360 1.50720 -0.27
C 3.71208 -1.39551 3.83470 -0.08
C 2.73788 -0.47553 3.86259 -0.04
C 2.07278 -3.01824 3.10116 -0.03
C 3.41725 -2.73363 3.46029 -0.63
C 1.38369 -0.70225 3.63807 -0.18
C 1.06440 -2.06096 3.17520 -0.15
N -1.69819 -2.84115 -0.98079 0.15
N -0.24796 -2.44102 2.78594 -0.06
N -0.29642 0.76315 -4.83478 0.11
C 0.83687 1.17255 5.09401 -0.01
C -1.21712 -1.05463 -3.35043 -0.33
C -1.49014 3.35625 -1.62127 -0.18
C 0.27155 1.76140 -3.90164 -0.11
C -0.96176 4.66869 -2.17784 -0.17
C 0.02177 4.22231 -3.22965 -0.14
C -0.64693 2.97445 -3.77302 -0.37
H 4.74795 -1.33683 4.01438 0.10
H 3.12566 0.46297 3.94528 0.09
H 1.91958 -4.03471 2.94134 0.09
H -2.07001 -3.07668 -1.88791 0.14
H -0.07551 0.89379 -5.81213 0.15
H 1.60342 1.82134 4.71438 0.07
H 1.21705 0.67652 5.92281 0.07
H 0.04878 1.87746 5.44996 0.11
H -1.85795 -1.89690 -3.57137 0.09
H -1.87910 -0.39684 -2.79520 0.10
H -2.48831 3.43405 -1.16703 0.13
H -0.79219 2.86782 -0.89588 0.13
H 0.56975 1.40353 -2.88214 0.12
H 1.16694 2.21146 -4.18878 0.09
H -0.53640 5.31386 -1.40055 0.12
H -1.82210 5.09978 -2.73167 0.13
H 1.05985 3.97163 -2.83298 0.14
H 0.23248 5.00521 -3.96413 0.12
H -1.05112 3.17770 -4.67384 0.12
```

---

One molecule with the formula C5H9NO at a distorted geometry, computed with ωB97M-V/def2-TZVPD.

energy above the lowest of the compared OMol25 structures with the same formula, charge and spin: 357.26 kJ/mol
frontier orbital gap: 0.3403 hartree
largest force on an atom: 4.315 eV/A
multiplicity: 1
SMILES string: [H]/N=C(\OC)C(=C)C

The geometry in XYZ format:
```
16
Properties=species:S:1:pos:R:3:lowdin_charge:R:1
C -1.57891 -1.13380 -1.58793 -0.13
C 1.40732 1.25951 1.56233 -0.05
C -0.55550 0.31045 0.32393 -0.30
C 0.83122 0.24618 0.61931 -0.29
C 1.52879 -0.44861 -0.33638 0.11
O -0.51479 -0.30906 -1.16649 -0.23
N -1.56862 0.56189 0.99351 0.19
H -2.45504 0.61055 0.50245 0.06
H -1.68731 -2.02121 -0.95045 0.09
H -1.39961 -1.44378 -2.61920 0.08
H -2.51674 -0.56637 -1.56150 0.07
H 2.43806 1.49180 1.29012 0.08
H 0.84386 2.19150 1.54661 0.08
H 1.37193 0.88425 2.58610 0.08
H 2.56350 -0.18549 -0.53147 0.07
H 1.29184 -1.44783 -0.67094 0.08
```

---

C6H10N2 as an isolated structure at a distorted geometry, computed with ωB97M-V/def2-TZVPD.

energy above the lowest of the compared OMol25 structures with the same formula, charge and spin: 411.66 kJ/mol
frontier orbital gap: 0.2776 hartree
largest force on an atom: 1.016 eV/A
multiplicity: 1

The geometry in XYZ format:
```
18
Properties=species:S:1:pos:R:3:lowdin_charge:R:1
C -0.25102 -0.45542 0.53381 -0.28
C -1.31133 0.47403 -0.03559 -0.12
C -0.56292 -1.89198 0.79334 -0.06
C 0.93288 0.18624 0.95500 -0.45
C -0.29311 0.73326 -1.02846 -0.22
N 1.04440 1.36859 0.06580 0.14
C -0.14328 0.80896 -2.34383 -0.01
N 1.91381 -0.05599 1.74167 0.10
H 0.98100 2.26085 0.55964 0.14
H 1.91922 1.34476 -0.45043 0.14
H 1.73043 -0.87900 2.31208 0.03
H -1.67170 1.29576 0.58912 0.11
H -2.15042 -0.08291 -0.44818 0.13
H -1.28182 -2.02285 1.61162 0.08
H -1.00229 -2.35373 -0.09597 0.08
H 0.33958 -2.45325 1.04369 0.07
H -1.00627 1.02237 -2.96375 0.05
H 0.81283 0.70032 -2.83955 0.04
```

---

C42H41F2N6O3PPt as an isolated structure at a distorted geometry, computed with ωB97M-V/def2-TZVPD.

total charge: +2
frontier orbital gap (spin up / spin down): 0.2425 / 0.2424 hartree
largest force on an atom: 3.213 eV/A
multiplicity: 1

The geometry in XYZ format:
```
96
Properties=species:S:1:pos:R:3:lowdin_charge:R:1
Pt -0.41116 0.28660 -0.39840 1.14
O 1.91762 -0.52543 3.04577 0.14
C 1.21463 -1.32699 2.47818 -0.54
O 0.78308 -1.15448 1.23998 -0.25
C 0.67894 -2.59713 3.02607 -0.13
C 1.11775 -3.24328 4.17163 0.02
C 0.57246 -4.47903 4.48420 -0.03
C -0.40256 -5.05143 3.67541 -0.03
C -0.88433 -4.37808 2.56481 -0.04
C -0.33572 -3.14703 2.24154 -0.26
P -0.77661 -2.17993 0.77100 1.13
C -2.64148 -2.43265 0.88361 -0.30
C -3.43026 -3.22366 0.06316 -0.07
C -4.77795 -3.36179 0.36094 -0.05
C -5.33643 -2.71429 1.45100 -0.05
C -4.53919 -1.92936 2.27185 -0.07
C -3.19764 -1.77816 1.97788 -0.11
C -0.17886 -3.19002 -0.60024 -0.32
C -0.84704 -3.12962 -1.82298 -0.13
C -0.45655 -3.94825 -2.86547 -0.06
C 0.61765 -4.81014 -2.70369 -0.04
C 1.29380 -4.86100 -1.49383 -0.05
C 0.90085 -4.05586 -0.44060 -0.05
H 1.87438 -2.78877 4.79218 0.13
H 0.91813 -5.01638 5.35427 0.12
H -0.78730 -6.03293 3.91237 0.12
H -1.64968 -4.81786 1.94222 0.12
H -3.00271 -3.76844 -0.76353 0.10
H -5.39073 -3.99676 -0.26021 0.12
H -6.38839 -2.82450 1.66701 0.12
H -4.95767 -1.45000 3.14514 0.11
H -2.55581 -1.17558 2.61100 0.10
H -1.66773 -2.43530 -1.94723 0.10
H -0.98439 -3.91562 -3.80611 0.12
H 0.92790 -5.44098 -3.52084 0.12
H 2.12240 -5.53954 -1.36548 0.12
H 1.42100 -4.10481 0.50551 0.12
F -3.70090 1.16797 -4.62111 0.11
C -2.57941 0.58623 -4.19499 -0.26
C -2.13657 0.84984 -2.90602 -0.03
C -0.96839 0.26665 -2.43465 -0.17
C -0.19433 -0.55227 -3.29451 -0.14
C -0.72228 -0.84362 -4.55918 -0.21
F -0.10961 -1.71592 -5.37230 0.09
C -1.90006 -0.28748 -5.02391 0.10
C 1.11961 -1.01546 -2.82956 -0.21
C 2.07291 -1.65278 -3.62879 0.03
C 3.30057 -1.99466 -3.09002 -0.01
C 3.57059 -1.68754 -1.76587 -0.01
C 2.58543 -1.03978 -1.03599 -0.10
N 1.41335 -0.72858 -1.55586 0.06
H -2.71298 1.54485 -2.31255 0.11
H -2.25519 -0.52347 -6.01403 0.15
H 1.87358 -1.87142 -4.66203 0.12
H 4.03949 -2.48223 -3.70805 0.13
H 4.51861 -1.92924 -1.31386 0.12
H 2.75045 -0.76587 -0.00355 0.12
C -5.54788 1.70698 1.59775 -0.13
C -4.85634 1.77761 0.24194 -0.16
N -3.48784 1.34289 0.41118 0.08
C -2.74988 1.56490 1.51354 -0.38
N -1.48226 1.18569 1.46413 -0.04
C -0.66983 1.36812 2.64301 -0.24
C -1.09204 2.61448 3.41130 -0.13
C -2.55243 2.42463 3.78329 -0.13
N -3.32589 2.12051 2.59190 -0.02
C -4.72982 2.49127 2.61548 -0.13
H -5.63255 0.66205 1.89857 0.10
H -6.54818 2.13027 1.53640 0.13
H -4.88053 2.80425 -0.14729 0.13
H -5.34569 1.12264 -0.48155 0.13
H -3.01214 0.82684 -0.32241 0.08
H 0.38140 1.40617 2.35030 0.09
H -0.79004 0.49338 3.29883 0.12
H -0.97129 3.50013 2.78429 0.12
H -0.48384 2.73113 4.30453 0.13
H -2.96128 3.32218 4.24854 0.13
H -2.65210 1.59952 4.49992 0.14
H -4.81454 3.56627 2.41296 0.14
H -5.11022 2.30972 3.62516 0.14
N 0.95669 1.97742 -0.06388 0.09
C 1.40996 3.04343 -0.13245 -0.21
N 1.91899 4.22192 -0.15361 -0.08
C 1.11836 5.39590 0.16459 -0.09
C 1.47126 6.51249 -0.83448 -0.18
O 2.85109 6.74819 -0.84349 -0.11
C 3.57029 5.61998 -1.26271 -0.18
C 3.35154 4.44578 -0.29319 -0.08
H 1.35446 5.73236 1.18141 0.14
H 0.05960 5.14062 0.09941 0.13
H 0.99418 7.44662 -0.53316 0.14
H 1.12487 6.22851 -1.83953 0.13
H 4.62348 5.90491 -1.27257 0.14
H 3.25788 5.32530 -2.27557 0.13
H 3.77472 4.70175 0.68539 0.14
H 3.82650 3.53838 -0.66781 0.14
```